(1)
This record from OMol25 describes C20H32BN5RuS as an isolated structure in a non-equilibrium geometry. The level of theory is ωB97M-V with the def2-TZVPD basis set.

Last column: Mulliken charge in e.
Positions of all 60 atoms, in Å:
Ru -0.5275 -0.4766 0.9028  0.05
S -2.9597 -1.7175 -0.0646  0.30
N -1.3432 2.2823 1.7442  -0.22
N -1.0877 1.4849 0.6859  0.74
N -1.6124 0.4892 3.5011  -0.09
N -1.5126 -0.5356 2.6429  0.99
N 1.1270 -0.6858 -0.2482  0.01
C -1.6788 3.4983 1.3086  -0.14
C -3.4329 -1.4212 -1.7855  -1.03
C -1.2793 2.2112 -0.4250  -0.88
C 4.7302 1.1604 -3.0849  -1.63
C 2.3660 0.8651 -3.8706  -0.34
C -1.8696 -1.6568 3.2929  -0.65
C 0.0410 0.6362 -4.7800  -1.73
C 2.4212 -0.5356 1.8146  -1.50
C 1.0209 0.5297 -3.6621  0.38
C -1.6535 3.5030 -0.0788  -1.16
C -4.2909 -0.7915 0.7484  -0.92
C 0.6439 0.0772 -2.4149  -0.34
C -2.0447 0.0389 4.6817  -0.27
C 3.0821 -2.2484 0.0630  -1.84
C 1.9157 -1.4730 0.6954  1.61
C 1.5892 -0.1174 -1.3709  -0.29
C -2.2260 -1.3368 4.5952  -1.08
C 2.9280 0.2748 -1.6086  0.21
C 3.3143 0.7684 -2.8456  0.18
C 0.8731 -2.4680 1.3001  -1.42
B -1.1547 1.9213 3.2221  0.08
H -0.3785 -0.2399 -2.2274  0.48
H -0.1955 -2.2002 0.9987  0.61
H -1.8784 -2.6204 2.8092  0.51
H 5.1603 1.6525 -2.2164  0.40
H 2.9115 -1.1135 2.5955  0.54
H 1.0256 -3.4623 0.8781  0.51
H -0.2000 1.6825 -4.9739  0.37
H 2.6788 1.2121 -4.8434  0.53
H -2.8001 -2.0419 -2.4095  0.36
H -0.8773 0.1008 -4.5551  0.34
H 0.9561 -2.5379 2.3893  0.46
H -4.1357 -0.8389 1.8212  0.25
H -1.8538 4.3348 -0.7217  0.45
H 0.0063 2.0303 3.5090  -0.09
H -1.9055 4.2962 1.9862  0.46
H -4.4717 -1.7210 -1.9091  0.48
H -1.1268 1.8038 -1.4072  0.66
H 4.0016 -1.6693 0.0744  0.41
H 3.2749 -3.1576 0.6282  0.53
H 3.1355 0.1860 1.4219  0.31
H 5.3360 0.2725 -3.2703  0.33
H -4.2986 0.2408 0.4058  0.30
H 4.8234 1.8134 -3.9469  0.43
H -2.2083 0.7073 5.5026  0.47
H -5.2366 -1.2709 0.5056  0.47
H -3.3119 -0.3705 -2.0320  0.28
H 2.8562 -2.5317 -0.9638  0.44
H 1.5692 0.0173 2.2547  0.39
H 0.4738 0.2299 -5.6918  0.48
H -1.7821 2.6792 3.8792  -0.08
H 3.6475 0.2438 -0.8068  0.46
H -2.5767 -2.0024 5.3548  0.47

- F_max (eV/A) = 1.41
- LUMO (alpha / beta) (Ha) = -0.3495 / -0.3469
- net charge = +2
- frontier orbital gap (alpha / beta) (Eh) = 0.17810 / 0.18077

---

(2)
This record from OMol25 describes the molecule C20H32ClN3O2S. The level of theory is ωB97M-V with the def2-TZVPD basis set.

Last column: Mulliken charge in e.
Positions of all 59 atoms, in Å:
Cl 1.4780 -2.0355 5.2447  -0.23
S 0.1582 -4.1417 -3.3215  1.02
O 1.4360 1.0461 -0.8654  -0.67
O -1.0793 -4.8904 -3.4377  -0.72
N -0.5239 0.8244 0.2355  -0.03
N 1.0466 -3.8488 -4.5200  -0.73
N 1.6124 -1.8134 -0.9415  0.12
C 3.3801 -0.9359 3.6715  -0.70
C -0.8724 2.2329 0.1544  -0.87
C 3.0867 -0.5410 1.3257  0.17
C 2.3932 -4.1205 -1.6256  -1.20
C 5.2754 0.1000 2.3765  -1.44
C 0.9465 -1.1049 0.1360  0.48
C 2.0990 -1.4550 3.7269  -0.15
C 0.6569 0.3581 -0.2357  -0.66
C 1.8029 -1.0662 1.3903  0.03
C -4.6426 5.6028 0.3459  -0.33
C 1.2663 -4.9697 -2.2094  -0.77
C -2.7451 3.9113 0.3614  -0.82
C -2.3570 2.4384 0.3976  -0.36
C -0.2766 -2.6450 -2.4227  -0.75
C 1.3003 -1.5280 2.5986  -0.93
C 0.9243 -1.7120 -2.2229  -1.23
C -6.1515 5.8107 0.3341  -1.27
C 1.9476 -3.1717 -0.5126  -0.39
C -4.2523 4.1304 0.3601  -0.63
C 3.8864 -0.4720 2.4606  0.71
H -4.1967 6.0837 -0.5302  0.31
H -2.3175 4.3728 -0.5353  0.35
H 5.8941 -0.4845 1.6940  0.33
H -0.0119 -1.5896 0.4039  0.52
H 1.0968 -3.6395 0.0181  0.37
H 5.7608 0.1099 3.3512  0.36
H -6.6145 5.3624 1.2155  0.32
H 2.7453 -3.0899 0.2256  0.52
H 3.9800 -0.8942 4.5712  0.38
H -1.0400 -2.1929 -3.0590  0.42
H -6.6025 5.3486 -0.5464  0.32
H -1.0687 0.2331 0.8412  0.39
H -6.4105 6.8697 0.3239  0.38
H 0.5132 -3.4835 -5.3039  0.26
H 0.6103 -0.6790 -2.3492  0.53
H 0.6285 -5.3740 -1.4209  0.38
H 3.4519 -0.1803 0.3712  0.50
H 1.6452 -5.7961 -2.8106  0.48
H 1.6347 -1.8983 -3.0293  0.70
H 5.2490 1.1223 1.9972  0.34
H -2.9200 1.8909 -0.3650  0.32
H -2.2973 4.4301 1.2151  0.34
H 2.9239 -3.5909 -2.4170  0.44
H -4.6886 3.6315 -0.5121  0.33
H -0.5914 2.5886 -0.8369  0.30
H -4.2086 6.0979 1.2199  0.32
H 0.3057 -1.9510 2.6660  0.47
H -2.6394 2.0099 1.3661  0.33
H -0.7608 -2.9476 -1.4922  0.38
H 3.1091 -4.8209 -1.1921  0.35
H -0.2828 2.8095 0.8752  0.28
H -4.6934 3.6481 1.2398  0.32

- F_max (eV/A) = 0.08
- ΔE to the lowest compared entry with this formula, charge and spin (kcal/mol) = 0.7
- SMILES = CCCCCCNC(=O)[C@H](c1cc(C)cc(Cl)c1)N1CCC[S@@](=N)(=O)CC1
- LUMO (Ha) = 0.0154
- frontier orbital gap (Eh) = 0.34512

---

(3)
This record from OMol25 describes C20H32F4I2N3O2PS as an isolated structure in a non-equilibrium geometry. The level of theory is ωB97M-V with the def2-TZVPD basis set.

Last column: Mulliken charge in e.
Positions of all 65 atoms, in Å:
I -5.0506 3.6197 -1.4278  0.19
I -4.7855 0.3022 -2.8683  0.21
S -1.6974 1.2113 5.5318  -0.19
P -2.0952 2.9891 -0.0955  0.28
F -3.2798 5.2356 0.7988  -0.20
F -2.1749 5.3583 -1.0923  -0.25
F -1.0543 6.6952 0.9300  -0.25
F 0.1367 5.0640 0.1154  -0.26
O 0.3867 -1.4414 -2.0043  -0.39
O 0.9366 1.0261 5.6992  -0.25
N 1.3617 -1.1146 5.6780  -0.33
N -0.0222 -0.9328 5.5801  -0.37
N 1.0380 -2.3814 -2.6088  0.18
C 3.4320 -3.1463 -1.1029  -0.47
C 2.2472 -0.4536 -3.6087  -2.07
C -0.9338 5.3720 0.8652  0.20
C 2.3671 -1.8791 -3.0767  2.10
C -2.1238 0.2266 -1.3440  -1.35
C 2.0295 -3.5085 -0.6243  -1.25
C -1.8553 2.1478 1.4856  -0.59
C -2.1966 4.8527 0.1473  0.55
C 1.8796 0.0240 5.7332  0.03
C 1.0330 -3.6241 -1.7755  1.73
C -0.2022 0.3129 5.6053  0.53
C -3.4007 2.3302 -1.1097  -0.52
C -2.9196 2.5054 2.5538  -0.73
C -1.1714 2.5646 4.4327  -0.55
C 3.4033 -1.8728 -1.9458  -1.39
C -3.3062 1.1017 -1.6261  0.49
C -2.3759 3.2191 3.7882  -1.16
C -0.3662 -3.8865 -1.2290  -1.84
C 2.8641 -2.7427 -4.2697  -1.76
C 1.3763 -4.8616 -2.6257  -1.81
H -0.4438 2.1648 3.7341  0.32
H 3.1991 -0.1528 -4.0432  0.51
H -0.9031 2.8264 -0.8130  0.17
H -0.6433 3.2941 5.0323  0.56
H -2.1265 -0.6213 -2.0121  0.62
H 2.0091 0.2634 -2.8232  0.31
H 0.7061 -4.9437 -3.4824  0.37
H -0.8109 4.9435 1.8598  0.24
H -1.1800 0.7313 -1.5264  0.27
H 1.6865 -2.7464 0.0839  0.31
H -2.1830 4.2648 3.5754  0.30
H 1.2572 -5.7623 -2.0245  0.43
H -1.1033 -3.9233 -2.0329  0.44
H -3.1674 3.2333 4.5323  0.44
H 1.4825 -0.3839 -4.3844  0.47
H -0.8264 2.3336 1.7824  0.66
H 2.3991 -4.8715 -2.9939  0.37
H -3.6504 3.1677 2.0966  0.41
H -0.6776 -3.1283 -0.5109  0.27
H 2.9042 0.3208 5.7985  0.43
H -0.3806 -4.8444 -0.7121  0.44
H 4.3918 -1.6955 -2.3724  0.37
H 3.1545 -2.1206 -5.1147  0.50
H 2.0847 -3.4017 -4.6474  0.33
H 3.8707 -3.9712 -1.6695  0.29
H -1.9415 1.0935 1.2668  0.24
H -2.1830 -0.1700 -0.3386  0.35
H 2.0552 -4.4499 -0.0731  0.41
H 4.0828 -2.9941 -0.2401  0.40
H 3.1986 -1.0295 -1.2773  0.38
H 3.7280 -3.3553 -4.0099  0.34
H -3.4696 1.6155 2.8300  0.56

- F_max (eV/A) = 2.23
- ΔE to the lowest compared entry with this formula, charge and spin (kcal/mol) = 0.0
- 2S+1 = 2
- ⟨S²⟩ = 0.754
- LUMO (alpha / beta) (Ha) = -0.1288 / -0.1289
- net charge = +1
- frontier orbital gap (alpha / beta) (Eh) = 0.26457 / 0.30091

---

(4)
This record from OMol25 describes a 2-piece molecular cluster, C20H32F5N2O5S overall in a non-equilibrium geometry. The level of theory is ωB97M-V with the def2-TZVPD basis set.

Last column: Mulliken charge in e.
Positions of all 65 atoms, in Å:
S 0.9872 -2.7518 2.1895  -0.20
F 2.4888 3.6818 5.2193  -0.21
F 1.0046 3.3368 3.5510  -0.24
F 3.6778 4.4339 2.7549  -0.24
F 2.0512 1.5256 4.4087  -0.20
F 4.6385 2.5092 3.4936  -0.24
O 1.5291 4.2466 0.8375  -0.36
O -6.0174 -3.0240 -3.9138  -0.32
O -4.3000 -1.5782 -4.2152  -0.54
O -3.7492 0.3735 0.8622  -0.32
O -4.3626 -2.9374 -2.3965  -0.27
N 2.0183 2.9988 0.7927  0.37
N 3.1758 0.9565 1.2325  0.29
C 2.4399 0.6878 0.0102  0.13
C 3.4440 3.0569 2.9754  0.69
C 4.3370 -2.1711 -1.7523  -1.04
C -1.7900 1.3288 -2.0678  -0.93
C 0.7263 2.1519 -1.5077  -1.01
C 2.8496 -2.4705 2.2549  -0.48
C 2.3144 -0.6196 -0.8890  -0.23
C -3.9106 0.7842 -0.5168  -0.54
C 3.5501 -0.7827 -1.9050  -0.39
C -4.8428 -2.4331 -3.5682  0.65
C 4.0522 -0.0716 1.8692  -0.43
C -4.0980 1.4253 1.7896  -0.60
C -6.2097 -4.1238 -3.0342  -0.33
C 1.7153 2.0247 -0.2307  0.03
C 2.9131 2.2921 1.6664  -0.54
C 2.2603 2.8988 4.0788  0.61
C -5.3896 -3.7469 -1.8379  -0.32
C 3.0983 -0.9817 2.8232  -0.48
C -2.7126 0.1515 -1.4220  0.36
C -0.7514 1.7676 -0.9243  0.09
H 0.4612 -1.9081 1.2190  0.12
H 3.6371 -3.0641 -1.6009  0.26
H -7.2662 -4.2485 -2.7930  0.30
H 4.4681 -0.7297 1.0196  0.13
H -0.5517 0.9155 -0.1697  0.21
H -2.0805 -0.4945 -0.7074  0.20
H 0.6996 3.2327 -1.8680  0.40
H 1.3664 -0.5059 -1.5383  0.19
H 0.6591 4.2319 0.3718  0.44
H -4.8816 0.2934 -0.9056  0.24
H 3.4782 -1.0302 3.9015  0.45
H 4.9205 -2.3389 -2.7275  0.37
H 2.0654 -0.4698 2.8512  0.28
H 2.1195 -1.5266 -0.2222  -0.05
H -4.4698 0.9419 2.7553  0.25
H 3.2991 -2.6457 1.2196  0.14
H -4.0060 1.9121 -0.6561  0.44
H -3.1756 -0.5421 -2.2095  -0.33
H -4.9671 -4.6156 -1.3311  0.29
H 4.2791 0.0835 -1.7773  0.27
H -4.9296 2.1164 1.4181  0.31
H 3.3334 -3.2492 2.9497  0.40
H -1.1505 2.6394 -0.2767  0.18
H 5.1178 -2.1465 -0.9102  0.23
H -2.5106 2.2219 -2.2020  0.36
H 1.0804 1.4312 -2.3153  0.35
H -1.3104 0.9918 -3.0448  0.35
H -5.9534 -3.1524 -1.1132  0.26
H -5.8469 -5.0336 -3.5210  0.26
H -3.2090 2.1089 2.0680  0.16
H 4.9579 0.3475 2.4159  0.36
H 3.1545 -0.7340 -2.9854  0.41

- F_max (eV/A) = 7.59
- LUMO (Ha) = -0.1314
- net charge = +1
- frontier orbital gap (Eh) = 0.29967